Record 1
C5H10N2O2S | wB97M-V/def2-TZVPD

XYZ file:
```
20
Properties=species:S:1:pos:R:3:forces:R:3:lowdin_charge:R:1
C -0.4785 2.0408 -1.5083 0.02 0.58 -0.17 0.006
C 0.4157 1.4734 -0.6895 -1.68 0.58 0.32 -0.224
S 0.1482 1.6384 1.0875 0.97 1.32 1.95 0.683
O -0.9742 2.4816 1.4171 -0.28 0.22 -0.70 -0.340
O 1.4345 2.0346 1.6907 -1.30 -1.06 -1.01 -0.348
C -0.4144 -0.0587 1.5944 1.42 0.07 2.38 -0.229
N -0.2359 -0.9026 0.4978 -2.14 -0.70 -1.27 -0.313
C -1.3574 -0.9765 -0.4681 1.80 -0.74 0.38 -0.035
N 0.9304 -1.4628 0.0771 0.53 0.97 1.33 0.024
C 2.0000 -1.0598 0.6805 -0.42 -2.59 -2.98 -0.034
H -1.3033 2.6699 -1.0954 0.75 -0.72 -0.13 0.084
H -0.4586 2.0193 -2.6260 0.36 -0.21 1.14 0.087
H 1.2415 0.8240 -0.8779 0.44 -0.07 -0.59 0.068
H -1.4053 -0.0013 2.1445 0.58 0.09 -1.77 0.140
H 0.1929 -0.4068 2.4873 0.14 0.58 -1.13 0.130
H -2.0336 -1.7393 -0.1156 -0.26 -0.56 -0.72 0.086
H -1.8792 -0.0746 -0.5839 -0.80 1.54 0.69 0.049
H -0.8881 -1.0098 -1.4516 -0.32 -1.20 -0.05 0.091
H 2.0968 -0.2672 1.2986 -0.09 2.32 2.36 0.008
H 2.9161 -1.4637 0.2975 0.28 -0.45 -0.03 0.067
```
Positions in Å, forces in eV/Å.

## Properties
LUMO level: 0.420 eV
Relative energy (zero: lowest compared OMol25 entry of this formula, charge and spin): 75.0 kcal/mol
HOMO level: -8.77 eV
Molar mass: 162.21 g mol⁻¹
SMILES string: C=CS(=O)(=O)CN(C)N=C
HOMO-LUMO gap: 9.2 eV

Record 2
C4H7OP | wB97M-V/def2-TZVPD

XYZ file:
```
13
Properties=species:S:1:pos:R:3:forces:R:3:lowdin_charge:R:1
C -0.3089 1.2425 0.4112 -1.43 0.67 1.94 -0.196
C 0.5106 0.3881 -0.1041 0.10 0.04 -1.01 -0.132
C -1.6768 0.7973 0.9550 0.79 1.55 0.20 -0.110
C 1.7457 0.1396 -0.8161 1.71 -4.73 0.85 -0.184
O -0.3580 -3.9066 -0.2748 -0.27 -1.57 1.41 -0.637
P -0.1811 -2.8368 -1.2277 0.19 1.67 -1.35 0.742
H -0.2238 2.3078 0.7433 0.96 -0.56 -0.98 0.113
H -1.8805 1.2000 1.9733 0.21 -0.37 -0.70 0.084
H -2.4115 1.1789 0.2736 -0.69 0.28 -0.23 0.060
H -1.7076 -0.2419 0.9231 -0.35 -1.87 0.27 0.028
H 1.6975 -0.2960 -1.8559 -0.43 1.05 0.89 0.061
H 2.4782 0.8980 -0.7209 0.70 1.08 -0.17 0.042
H 2.3163 -0.8710 -0.2800 -1.49 2.76 -1.12 0.129
```
Positions in Å, forces in eV/Å.

## Properties
LUMO level (alpha / beta): -0.612 / -1.099 eV
Relative energy (zero: lowest compared OMol25 entry of this formula, charge and spin): 105.0 kcal/mol
HOMO level (alpha / beta): -8.12 / -7.39 eV
Molar mass: 102.07 g mol⁻¹
HOMO-LUMO gap (alpha / beta): 7.5 / 6.3 eV

Record 3
CH4N2O3 | wB97M-V/def2-TZVPD

XYZ file:
```
10
Properties=species:S:1:pos:R:3:forces:R:3:lowdin_charge:R:1
N 0.8095 -0.2625 -0.4845 1.95 -1.79 -2.52 0.123
C 0.3435 0.5374 0.4306 -4.14 2.02 1.31 -0.409
O -0.8789 0.7333 0.6079 1.32 -0.92 -0.35 -0.049
H 0.1699 -0.6556 -1.2055 0.70 0.51 1.13 0.142
H 1.8259 -0.3348 -0.6763 -1.28 0.12 0.30 0.127
H 0.9502 1.1692 1.0537 1.34 -0.21 0.13 0.125
O -5.1021 0.3375 -0.5055 1.97 -0.59 1.17 0.007
N -3.9488 0.3401 -0.1772 -1.46 0.84 -1.21 -0.125
O -3.5591 -0.7526 0.5414 0.63 -0.35 -0.34 -0.020
H -2.5622 -0.6704 0.5024 -1.04 0.36 0.39 0.080
```
Positions in Å, forces in eV/Å.

## Properties
LUMO level: 0.513 eV
Relative energy (zero: lowest compared OMol25 entry of this formula, charge and spin): 12.9 kcal/mol
HOMO level: -9.78 eV
Molar mass: 92.05 g mol⁻¹
SMILES string: NC=O.O=NO
HOMO-LUMO gap: 10.3 eV